[1]
This record from the OMol25 dataset describes a 18-piece molecular cluster, C84H218N14O32 overall. The level of theory is ωB97M-V with the def2-TZVPD basis set.

```
348
Properties=species:S:1:pos:R:3:lowdin_charge:R:1
O -9.7436 -1.1414 -2.2053 -0.204
O 0.0962 -3.9322 7.7073 -0.195
O -6.1394 2.5444 -3.7548 -0.174
O -1.7202 4.7405 -7.7168 -0.206
O 2.7869 -2.0218 3.8744 -0.212
O -0.0752 8.0560 1.0335 -0.202
O 7.9675 2.8318 1.0057 -0.208
O 3.2858 5.3803 -6.0038 -0.169
O -2.0432 3.9069 2.6744 -0.201
O 6.5585 2.8819 -4.1751 -0.190
O 1.3751 -5.6006 2.7989 -0.224
O 3.7940 -6.2128 -0.1393 -0.184
O 2.3348 4.3229 -2.1972 -0.218
O 3.1595 1.7241 1.6867 -0.197
O 2.3032 4.1908 3.9283 -0.203
O -1.0347 -8.0273 -2.6276 -0.203
O -3.5337 -3.6290 -3.4824 -0.196
O -5.8283 5.7713 -7.5119 -0.212
O 2.9011 0.4507 -4.1742 -0.068
O 8.1274 -1.6314 0.2365 -0.200
O 6.6122 -7.9728 4.4734 -0.177
O -1.3612 7.0651 -3.4570 -0.172
O -0.5479 0.4978 -3.6593 -0.047
O -1.6542 2.1671 -1.9731 -0.231
O -2.7288 -6.4318 1.1848 -0.195
O 1.0682 -1.3953 -1.2697 -0.217
O 0.5101 -2.0761 -3.8121 -0.073
O -6.5123 -4.1502 0.0490 -0.201
O -5.4934 0.5219 2.1006 -0.194
O -5.7158 -2.0151 6.5163 -0.183
O 4.7860 -1.6614 -4.1296 -0.065
O -0.8354 0.2777 4.4926 -0.194
N 0.5113 2.6500 5.9192 -0.035
N 3.8580 -6.7447 3.1226 -0.036
N 4.3158 2.2655 -2.4476 -0.032
N 2.5509 -2.6958 6.8463 -0.049
N -6.6882 0.0468 -2.2574 -0.038
N 6.3826 1.8502 3.3774 -0.053
N 1.0503 3.5242 -6.6411 -0.029
N -2.1378 6.8526 2.8431 -0.045
N -2.0631 -6.4736 -5.3279 -0.066
N -4.8783 0.2907 4.9145 -0.025
N -4.4851 6.6689 -5.2353 -0.060
N -3.5642 -3.7072 0.8747 -0.049
N -1.2835 -0.0171 -0.2320 -0.016
N 5.5664 -3.1192 -1.2366 -0.063
C 1.2531 7.9234 0.5207 -0.095
C -1.1361 -3.4073 8.0127 -0.135
C 6.9853 -3.3517 -1.2006 -0.217
C -10.8289 -1.9646 -1.6786 -0.083
C -2.5851 0.3506 -0.7657 -0.200
C -8.4449 -1.6872 -1.9390 -0.246
C -7.4227 -1.1162 -2.8205 -0.208
C 7.1464 -8.8955 5.3644 -0.134
C -4.0814 -0.4477 5.8765 -0.233
C 8.5470 2.5171 2.2591 -0.227
C -2.7347 -5.7065 -4.3171 -0.221
C -6.6509 5.1162 -8.4164 -0.119
C 3.7678 -1.8137 4.8469 -0.272
C -3.9857 0.7822 3.8565 -0.220
C 7.5335 2.6966 3.3552 -0.233
C 2.4941 -1.3321 -1.1331 -0.048
C -6.0237 -3.2231 1.0149 -0.211
C 2.6800 -7.5155 3.2617 -0.253
C -1.0570 -1.4456 -0.1969 -0.208
C -3.6578 -2.2754 -3.5315 -0.156
C -2.6814 1.7862 -1.1040 -0.220
C -4.7188 1.4756 2.7760 -0.248
C 5.6077 -8.4769 3.6428 -0.256
C -0.0035 -8.3660 -1.7350 -0.110
C -2.1964 -5.6235 0.0914 -0.181
C -0.6498 -8.1955 -3.9974 -0.211
C 5.0580 -7.4801 2.6809 -0.193
C 1.9570 2.7368 5.7701 -0.224
C 0.3854 -4.7006 3.1568 -0.126
C 3.7437 -2.8803 5.9142 -0.174
C 2.3259 3.2776 -1.2605 -0.176
C -1.2071 3.4101 -7.6522 -0.221
C -2.1396 6.6679 -4.5225 -0.257
C 6.4934 1.6504 -3.4740 -0.251
C -5.6706 7.3679 -5.6882 -0.213
C -2.3493 4.6293 3.8508 -0.218
C -1.7619 -7.8458 -4.9638 -0.219
C 1.5305 -6.6935 3.7452 -0.184
C -6.6202 2.5573 -2.4495 -0.259
C -7.4354 1.3324 -2.2202 -0.200
C 7.8329 -2.0755 -1.0795 -0.198
C -2.0742 7.1787 -2.2300 -0.096
C 0.3891 -1.8250 -0.0921 -0.207
C -6.4787 -2.6080 7.4727 -0.151
C 4.7506 -5.1492 -0.1144 -0.205
C -6.5361 6.4812 -6.5366 -0.251
C 4.1485 1.2379 2.5335 -0.218
C -1.7113 5.9986 3.9443 -0.234
C -5.3126 3.6311 -4.0156 -0.117
C 7.0901 2.7442 -5.4783 -0.108
C -3.3537 7.5273 -4.8508 -0.184
C 4.8614 -4.3716 -1.4181 -0.220
C 3.6469 5.4889 -7.3667 -0.109
C 3.0818 5.4261 -1.9136 -0.129
C -0.0138 1.3867 6.4329 -0.185
C -0.3656 3.2680 -6.4086 -0.215
C 2.5607 4.0171 5.2906 -0.254
C -7.7106 -4.7719 0.4635 -0.116
C -2.8841 -4.2142 -4.5838 -0.207
C 3.1638 4.0485 -5.5351 -0.233
C 1.7743 3.6114 -5.3826 -0.225
C -2.8890 4.8238 -8.5132 -0.118
C -3.2886 -4.6257 -0.2249 -0.208
C 0.0922 0.1631 5.5223 -0.231
C 1.9602 1.0177 1.6692 -0.103
C 3.3240 -2.8437 2.7542 -0.052
C 2.4852 -5.7542 -0.2897 -0.133
C -1.3375 3.5449 -2.0128 -0.045
C -4.8501 -1.0537 7.0200 -0.250
C 1.1216 -3.5720 8.5590 -0.255
C 2.4590 -3.7206 7.8596 -0.233
C -1.7892 -7.4488 1.5792 -0.114
C 8.8345 2.6587 -0.0937 -0.099
C 3.7315 2.5796 -1.1496 -0.189
C -6.0166 0.9910 0.8603 -0.098
C 7.0379 -1.1622 1.0223 -0.102
C -4.6137 -2.7511 0.6769 -0.214
C 5.3592 2.1240 2.4159 -0.220
C -1.5530 8.2334 2.8586 -0.177
C -0.0931 8.3211 2.4384 -0.223
C -0.6833 3.6735 2.3914 -0.093
C -0.6850 -0.6861 3.4941 -0.104
C 2.8748 5.3768 3.3604 -0.092
C 5.7652 1.8374 -2.2194 -0.168
H 0.1227 -7.4117 -4.1698 0.128
H -2.5902 4.4728 -9.5115 0.089
H -1.8346 -3.7380 7.2415 0.091
H -1.2832 -5.1139 0.4783 0.115
H -0.3619 3.5847 -2.5030 0.083
H 1.5854 2.5887 -1.6926 0.115
H -6.6226 -1.8384 -2.9692 0.104
H 2.4720 6.2526 3.8910 0.081
H 0.3998 -2.9216 0.0731 0.121
H 5.8464 0.8807 -1.6933 0.114
H -8.1398 -5.2702 -0.3992 0.083
H -0.5772 2.9760 1.5548 0.080
H 2.2079 4.8757 5.8946 0.132
H -6.8358 1.7256 0.9387 0.096
H 0.6379 -7.3434 3.7925 0.124
H 1.8558 -6.4957 0.2002 0.074
H -5.1663 1.4568 0.3194 0.067
H -0.8697 -1.6800 3.9328 0.095
H 1.9240 7.5831 1.3123 0.066
H 1.3390 1.2862 2.5469 0.091
H 1.7798 2.5999 -4.9518 0.111
H -0.6289 3.1285 -8.5433 0.129
H -8.4862 -2.7768 -2.1476 0.127
H -2.6083 5.6746 -4.3343 0.104
H 2.3317 2.7365 6.8030 0.124
H -1.6417 8.5210 3.9133 0.112
H -7.9207 -0.9314 -3.7978 0.136
H -1.1238 -2.2992 7.9921 0.085
H -7.2248 -1.9201 7.9285 0.099
H 3.8329 -3.8911 5.4490 0.120
H 3.9703 5.4145 3.4448 0.085
H -5.8090 -2.9733 8.2624 0.085
H -7.3930 5.8418 -8.7772 0.089
H 2.8518 -8.2791 4.0287 0.114
H -1.6468 -8.3943 -5.8983 0.112
H -6.6520 -2.3095 0.9365 0.108
H 0.4471 -3.8620 2.4627 0.070
H 3.6547 3.8829 5.5082 0.132
H -2.0626 4.0691 4.7601 0.120
H -2.1993 -5.7826 -3.3656 0.108
H -3.7449 -6.0997 -4.1377 0.132
H 5.0148 3.1940 2.4000 0.132
H 4.0123 -2.1602 2.2152 0.071
H -0.6021 5.8838 4.0453 0.109
H 2.3644 -8.0672 2.3349 0.135
H 0.1142 -1.1956 -3.8478 -0.028
H 8.8180 1.4489 2.2626 0.123
H -3.9072 1.7210 2.0671 0.111
H -4.1372 -1.8548 -4.4345 0.101
H -5.7382 2.5578 -1.7605 0.105
H 9.0638 1.5839 -0.1587 0.091
H -4.1978 -5.1491 -0.5798 0.129
H 2.4513 1.8870 5.2540 0.103
H -1.0130 1.5401 6.8429 0.113
H -7.1887 4.2453 -8.0013 0.099
H 4.8389 -2.1556 -4.9488 0.040
H 7.2471 3.7590 -5.8330 0.084
H -0.5535 0.4105 -0.7949 0.096
H 3.5293 1.5953 -0.7317 0.084
H -2.6758 -1.7877 -3.3951 0.074
H -7.1393 5.7655 -5.9494 0.126
H 0.4696 7.5255 2.9616 0.096
H 8.7809 -2.2357 -1.5928 0.118
H -0.8815 3.8901 -5.6400 0.119
H 7.3060 -3.8552 -2.1361 0.122
H 6.3663 -9.3619 5.9933 0.090
H -1.4963 -3.7533 8.9959 0.095
H 0.3981 9.2798 2.6694 0.128
H 0.8661 -7.6990 -1.7262 0.074
H -5.9253 0.1918 -2.9273 0.098
H 8.0688 2.4888 4.2832 0.123
H -2.1699 8.9319 2.2797 0.116
H 7.8045 -8.3348 6.0241 0.086
H -8.1589 -1.5689 -0.8743 0.122
H 0.3374 -9.3739 -1.9950 0.090
H 4.1458 5.2122 -2.1596 0.099
H 6.4098 2.2246 -6.1795 0.093
H 4.5837 4.9473 -7.5293 0.083
H -1.9146 -3.6945 -4.6703 0.123
H 6.2696 2.5916 -1.5852 0.108
H -3.3246 1.5307 4.3078 0.117
H 4.4291 3.0617 -0.4245 0.120
H 7.4715 -0.8856 1.9896 0.084
H 7.7238 -9.7042 4.8718 0.093
H -2.5836 8.1296 -2.0464 0.086
H -6.1156 -3.5858 2.0621 0.135
H 2.8154 -0.4228 -0.5974 0.077
H -3.4737 -1.2437 5.3816 0.127
H 7.4691 1.1692 -3.2616 0.133
H -0.4370 -8.3992 -0.7324 0.065
H -4.2627 -2.0281 -2.6622 0.063
H 2.5167 -3.1335 2.0896 0.054
H 0.6277 1.0729 7.2692 0.118
H -0.0903 -0.7067 6.1791 0.115
H 1.7455 -6.2660 4.7406 0.127
H -1.2621 0.5226 -4.3032 0.058
H 5.8509 1.9638 1.4399 0.103
H 2.2935 -4.8068 0.2415 0.077
H -1.9267 -6.2311 -0.7869 0.110
H 0.8675 -1.3209 0.7533 0.091
H 3.7895 1.2635 3.5920 0.117
H -4.4367 -1.8577 1.2890 0.102
H 4.4192 -4.3528 0.5911 0.110
H 3.4882 -0.8942 5.3784 0.112
H 4.2842 3.0207 -3.1153 0.070
H -0.8249 1.1279 -2.9699 0.007
H -2.0243 4.2396 -2.5048 0.070
H 1.9879 3.5835 -0.2479 0.123
H -0.1918 -9.1785 -4.2431 0.128
H 3.6963 -5.9010 2.5858 0.077
H -2.0156 6.3701 1.9572 0.102
H -6.9949 -3.4717 7.0492 0.091
H 2.1080 -0.0712 1.6739 0.065
H 4.8769 -8.0410 1.7359 0.121
H 3.0591 5.6677 -0.8357 0.084
H 5.2100 -4.9659 -2.2869 0.135
H -7.1945 3.4771 -2.2133 0.139
H -2.7316 -0.2099 -1.7179 0.109
H 6.2865 -1.9571 1.1763 0.070
H 0.3392 -0.6884 3.0888 0.065
H 0.9295 -2.5605 8.9537 0.128
H 3.2274 1.1937 -3.6191 0.017
H -3.1154 8.2831 -5.6257 0.123
H -11.6805 -1.2880 -1.7061 0.079
H 2.1780 -5.6480 -1.3457 0.093
H 4.7458 -1.6449 4.3723 0.123
H -1.1788 -5.9789 -5.4467 0.112
H -3.3272 0.0026 3.4004 0.112
H -4.2081 -1.4717 7.8222 0.124
H 2.5859 5.4278 2.3052 0.074
H -4.2030 5.9421 -5.8770 0.091
H 6.0012 1.9623 4.3065 0.107
H -3.4161 0.0553 -0.1040 0.116
H -5.7839 4.6129 -4.1447 0.075
H 1.1471 7.0790 -0.1638 0.070
H 4.0223 -1.0735 -4.2283 -0.010
H -10.6211 -2.1664 -0.6165 0.082
H 4.6189 -2.7163 6.5454 0.116
H -1.1448 3.8500 -0.9721 0.097
H 1.4182 1.3273 0.7637 0.087
H -1.4402 6.5335 -5.3505 0.125
H 0.6454 -2.1956 -2.8660 -0.005
H -5.1905 2.4292 3.0878 0.140
H -6.2866 7.5696 -4.7951 0.125
H -7.9269 1.4401 -1.2486 0.108
H -1.3946 -1.9172 -1.1580 0.126
H -0.4640 2.2256 -6.0706 0.110
H 0.4683 -4.3286 4.1909 0.093
H -3.4371 4.7173 3.8207 0.126
H -3.6535 1.9478 -1.6158 0.114
H 4.3909 0.1688 2.3223 0.122
H -2.6645 2.3919 -0.1758 0.129
H -2.0479 6.4681 4.8776 0.124
H -5.4425 -0.2096 7.4279 0.132
H -3.3570 0.2530 6.3343 0.119
H -6.0537 4.8156 -9.2704 0.085
H 0.0220 2.8424 5.0553 0.062
H -0.7668 -7.0325 1.6268 0.066
H -2.0572 -7.6696 2.6101 0.081
H 8.0617 2.2327 -5.4351 0.088
H 2.5693 -4.7370 7.4107 0.126
H -3.2193 5.8558 -8.5955 0.087
H -3.6701 8.0651 -3.9526 0.107
H 2.7563 6.2861 -2.4995 0.101
H -4.7349 3.3829 -4.9013 0.089
H -11.0588 -2.8907 -2.2277 0.087
H -4.5866 3.7295 -3.1927 0.076
H 3.8321 -4.0490 -1.6119 0.098
H -0.6103 -5.1561 3.0226 0.086
H -2.8197 6.3629 -2.1485 0.090
H 5.8591 -6.7572 2.4843 0.123
H -5.5188 8.3251 -6.2223 0.122
H 7.2188 -4.0460 -0.3895 0.121
H -6.3183 0.1238 0.2789 0.057
H 3.5808 4.0544 -4.5227 0.096
H -2.6852 -8.2190 -4.4992 0.125
H 3.2569 -3.6142 8.5998 0.119
H -0.3338 3.1483 3.2927 0.064
H 9.4663 3.0834 2.4989 0.130
H 1.2714 4.2918 -4.6470 0.128
H -1.6289 -1.9651 0.5916 0.110
H 2.9278 -2.2256 -0.6640 0.075
H -3.7084 4.1776 -8.1681 0.079
H -7.2423 7.1659 -7.0379 0.124
H 2.8611 -1.2782 -2.1672 0.078
H 8.2939 2.9427 -0.9961 0.070
H -2.0831 2.7393 -7.5984 0.119
H -8.2412 1.2848 -2.9856 0.129
H 7.2428 3.7684 3.3789 0.126
H -1.3156 7.0037 -1.4700 0.078
H 1.7052 8.7741 -0.0129 0.095
H 1.9703 0.3345 -3.9888 0.013
H 4.7812 -8.9634 4.2104 0.121
H 5.3717 -2.6090 -2.1016 0.081
H 3.7416 3.3370 -6.1456 0.133
H -7.6473 -5.4438 1.3210 0.086
H 7.2907 -1.2423 -1.5931 0.116
H -2.9237 -4.0433 -1.0818 0.102
H 3.8369 6.5390 -7.5695 0.086
H 1.6649 -2.7361 6.3126 0.100
H -1.7958 -8.4162 1.0222 0.089
H 2.8846 5.1226 -8.0732 0.082
H 6.0635 -9.2789 3.0237 0.129
H 5.6513 -5.6077 0.3087 0.115
H 1.1138 0.0514 5.1248 0.109
H 1.1644 -4.2673 9.4083 0.123
H 9.7867 3.2178 -0.0315 0.095
H 1.1760 4.3548 -7.2029 0.093
H -1.4044 -0.5172 2.6865 0.073
H -4.5850 -2.4266 -0.3873 0.120
H -3.4529 -4.0629 -5.5164 0.130
H -5.6620 -0.2483 4.5610 0.112
H -8.3967 -3.9311 0.7213 0.085
H 6.5336 -0.2758 0.5941 0.077
H 5.9055 0.9518 -4.1046 0.124
H -3.8632 -4.3046 1.6398 0.106
H 3.8846 -3.7284 3.0822 0.080
H -0.0254 4.5565 2.2656 0.087
```

Calculated values
HOMO (hartree): -0.3067
LUMO energy (eV): 0.60
Charge: 0
Relative energy (zero: lowest compared OMol25 entry of this formula, charge and spin) (eV): 0.000
HOMO-LUMO gap (eV): 8.945


[2]
This record from the OMol25 dataset describes one molecule with the formula C5H10O. The level of theory is ωB97M-V with the def2-TZVPD basis set.

```
16
Properties=species:S:1:pos:R:3:lowdin_charge:R:1
O -0.1435 -2.1114 -0.1258 -0.071
C -0.8194 1.5814 -0.7727 -0.114
C -0.8264 0.0710 -1.0041 -0.167
C -0.5521 -0.9176 0.2347 -0.584
C 0.4544 -0.2116 1.0124 -0.015
C 1.8713 -0.4260 0.7234 -0.073
H 1.9594 -0.8636 -0.2789 0.096
H -0.0435 -0.2178 -1.7118 0.110
H 2.2983 -1.1719 1.4084 0.103
H 0.1868 1.9391 -0.5168 0.070
H -1.1245 2.1115 -1.6811 0.072
H 2.4394 0.5019 0.8617 0.088
H 0.1819 0.4417 1.8468 0.124
H -1.4982 1.8873 0.0318 0.076
H -1.7779 -0.2715 -1.4231 0.109
H -1.5038 -0.8926 0.8242 0.175
```

Calculated values
HOMO (alpha / beta) (hartree): -0.3258 / -0.2916
LUMO energy (alpha / beta) (eV): -0.37 / -1.42
Charge: 0
Relative energy (zero: lowest compared OMol25 entry of this formula, charge and spin) (eV): 4.030
HOMO-LUMO gap (alpha / beta) (eV): 8.496 / 6.515


- relative energy (zero: lowest compared OMol25 entry of this formula, charge and spin) of number 1 (C84H218N14O32)?
  0.000 eV


- Which formula does entry 2 have?
  C5H10O